C2H4N4 | ωB97M-V with the def2-TZVPD basis set

HOMO = -0.318 Ha
orbital gap = 7.93 eV

Last column: Mulliken charge in e.
CARTESIAN COORDINATES (ANGSTROEM)
N 1.369 -0.523 -0.417  -0.6127
C 0.055 0.028 -0.345  0.3132
C -1.212 -0.771 -0.502  -0.3452
N -2.008 -0.328 0.506  -0.2910
N -1.375 0.551 1.305  -0.2598
N -0.194 0.768 0.885  0.1951
H 1.804 -0.333 -1.307  0.2819
H 1.307 -1.530 -0.354  0.2616
H -0.163 0.740 -1.162  0.1784
H 0.418 1.398 1.390  0.2785

C4H7N3 | ωB97M-V with the def2-TZVPD basis set

HOMO = -0.362 Ha
SMILES = N#C[C@@H]1CCNN1
orbital gap = 10.57 eV

Last column: Mulliken charge in e.
CARTESIAN COORDINATES (ANGSTROEM)
N -2.400 -0.108 -2.086  -0.4338
C -1.878 0.189 -1.104  0.0748
C -1.084 0.155 0.093  0.0393
C 0.288 1.008 0.081  -0.5298
C 1.409 0.012 0.388  -0.6900
N 0.851 -1.333 0.042  -0.3364
N -0.487 -1.346 0.336  -0.3702
H -1.703 0.531 0.880  0.3081
H 0.318 2.039 0.616  0.3275
H 0.366 1.214 -0.951  0.3460
H 2.352 0.157 -0.139  0.3788
H 1.490 0.180 1.461  0.2660
H 0.983 -1.323 -0.954  0.2884
H -0.505 -1.374 1.338  0.3314

C19H31Br2N7O4Sr | ωB97M-V with the def2-TZVPD basis set

net charge = +2
HOMO = -0.511 Ha
orbital gap = 7.74 eV

Last column: Mulliken charge in e.
CARTESIAN COORDINATES (ANGSTROEM)
Sr 0.317 -0.703 -0.299  2.0993
O -1.022 0.441 4.055  -0.4125
C -0.771 0.264 2.776  0.2262
O 0.274 -0.164 2.329  -0.4510
C -1.931 0.655 1.899  0.4204
C -3.221 0.852 2.373  -0.3696
C -4.206 1.165 1.450  -0.7848
C -3.872 1.302 0.108  -0.6084
C -2.548 1.115 -0.264  0.8359
N -1.610 0.782 0.618  -0.3590
C -2.016 1.235 -1.679  0.4484
O -2.763 1.824 -2.590  -0.4114
O -0.929 0.788 -1.970  -0.5132
H -0.249 0.183 4.583  0.4126
H -3.448 0.752 3.424  0.5256
H -5.229 1.305 1.772  0.4846
H -4.648 1.537 -0.609  0.3308
H -3.557 2.235 -2.225  0.3262
Br -0.159 -3.635 2.040  -0.1110
C 1.649 -3.661 2.713  -0.5198
Br 2.880 -2.677 1.612  -0.0891
H 1.969 -4.694 2.733  0.4280
H 1.646 -3.215 3.698  0.3521
C -2.453 -6.575 -2.675  -0.9970
C -1.772 -5.452 -3.439  -0.7710
N -1.980 -4.126 -2.836  0.2576
C -3.251 -3.460 -3.129  -1.1034
C -4.272 -3.555 -2.002  -0.7948
C -1.097 -3.573 -1.993  0.7431
C 0.175 -4.320 -1.704  -1.3239
N -1.257 -2.410 -1.410  0.0116
H -2.200 -7.537 -3.121  0.3983
H -3.538 -6.478 -2.697  0.3001
H -2.135 -6.593 -1.631  0.2527
H -2.152 -5.397 -4.459  0.3786
H -0.704 -5.633 -3.527  0.3979
H -3.645 -3.919 -4.034  0.4064
H -3.048 -2.418 -3.397  0.5038
H -4.559 -4.589 -1.821  0.2899
H -5.175 -3.001 -2.261  0.3785
H -3.880 -3.155 -1.066  0.2119
H -0.024 -5.325 -1.332  0.3451
H 0.748 -3.786 -0.951  -0.0325
H 0.787 -4.412 -2.601  0.3822
H -2.122 -1.969 -1.710  -0.2207
C 4.672 -1.611 -5.302  -1.3847
C 5.604 -0.745 -4.464  0.7825
C 5.250 0.734 -4.574  -1.4343
C 5.670 -1.204 -3.010  -1.0900
N 4.397 -0.990 -2.292  0.5546
C 3.957 0.073 -1.612  -0.3777
N 2.754 -0.193 -1.162  -0.5425
N 2.465 -1.433 -1.628  0.3987
N 3.425 -1.901 -2.325  -0.8278
H 4.693 -1.287 -6.342  0.4141
H 3.638 -1.535 -4.958  0.2663
H 4.959 -2.663 -5.272  0.3760
H 6.626 -0.880 -4.829  0.2916
H 4.210 0.919 -4.289  0.2980
H 5.358 1.075 -5.603  0.4202
H 5.896 1.361 -3.954  0.3525
H 6.423 -0.653 -2.448  0.4560
H 5.875 -2.268 -2.913  0.3568
H 4.531 0.968 -1.442  0.4147

Repeat the third record exactly.
C19H31Br2N7O4Sr | ωB97M-V with the def2-TZVPD basis set

net charge = +2
HOMO = -0.511 Ha
orbital gap = 7.74 eV

Last column: Mulliken charge in e.
CARTESIAN COORDINATES (ANGSTROEM)
Sr 0.317 -0.703 -0.299  2.0993
O -1.022 0.441 4.055  -0.4125
C -0.771 0.264 2.776  0.2262
O 0.274 -0.164 2.329  -0.4510
C -1.931 0.655 1.899  0.4204
C -3.221 0.852 2.373  -0.3696
C -4.206 1.165 1.450  -0.7848
C -3.872 1.302 0.108  -0.6084
C -2.548 1.115 -0.264  0.8359
N -1.610 0.782 0.618  -0.3590
C -2.016 1.235 -1.679  0.4484
O -2.763 1.824 -2.590  -0.4114
O -0.929 0.788 -1.970  -0.5132
H -0.249 0.183 4.583  0.4126
H -3.448 0.752 3.424  0.5256
H -5.229 1.305 1.772  0.4846
H -4.648 1.537 -0.609  0.3308
H -3.557 2.235 -2.225  0.3262
Br -0.159 -3.635 2.040  -0.1110
C 1.649 -3.661 2.713  -0.5198
Br 2.880 -2.677 1.612  -0.0891
H 1.969 -4.694 2.733  0.4280
H 1.646 -3.215 3.698  0.3521
C -2.453 -6.575 -2.675  -0.9970
C -1.772 -5.452 -3.439  -0.7710
N -1.980 -4.126 -2.836  0.2576
C -3.251 -3.460 -3.129  -1.1034
C -4.272 -3.555 -2.002  -0.7948
C -1.097 -3.573 -1.993  0.7431
C 0.175 -4.320 -1.704  -1.3239
N -1.257 -2.410 -1.410  0.0116
H -2.200 -7.537 -3.121  0.3983
H -3.538 -6.478 -2.697  0.3001
H -2.135 -6.593 -1.631  0.2527
H -2.152 -5.397 -4.459  0.3786
H -0.704 -5.633 -3.527  0.3979
H -3.645 -3.919 -4.034  0.4064
H -3.048 -2.418 -3.397  0.5038
H -4.559 -4.589 -1.821  0.2899
H -5.175 -3.001 -2.261  0.3785
H -3.880 -3.155 -1.066  0.2119
H -0.024 -5.325 -1.332  0.3451
H 0.748 -3.786 -0.951  -0.0325
H 0.787 -4.412 -2.601  0.3822
H -2.122 -1.969 -1.710  -0.2207
C 4.672 -1.611 -5.302  -1.3847
C 5.604 -0.745 -4.464  0.7825
C 5.250 0.734 -4.574  -1.4343
C 5.670 -1.204 -3.010  -1.0900
N 4.397 -0.990 -2.292  0.5546
C 3.957 0.073 -1.612  -0.3777
N 2.754 -0.193 -1.162  -0.5425
N 2.465 -1.433 -1.628  0.3987
N 3.425 -1.901 -2.325  -0.8278
H 4.693 -1.287 -6.342  0.4141
H 3.638 -1.535 -4.958  0.2663
H 4.959 -2.663 -5.272  0.3760
H 6.626 -0.880 -4.829  0.2916
H 4.210 0.919 -4.289  0.2980
H 5.358 1.075 -5.603  0.4202
H 5.896 1.361 -3.954  0.3525
H 6.423 -0.653 -2.448  0.4560
H 5.875 -2.268 -2.913  0.3568
H 4.531 0.968 -1.442  0.4147

Q: orbital gap of number 1 (C2H4N4)?
A: 7.93 eV